(1)
The following is a quantum chemistry calculation of a cluster of 23 separate species, C72H164N20O23 in total in a non-equilibrium geometry, from OMol25.

Output
HOMO level in eV: -8.9
Charge: 0

```
279
C72H164N20O23 (the ωB97M-V functional and the def2-TZVPD basis)
C -3.099 0.741 -6.742
C -2.210 1.152 -5.542
C -1.830 2.633 -5.900
O -2.878 3.054 -6.739
C -3.204 1.989 -7.622
H -4.092 0.414 -6.414
H -2.681 -0.053 -7.352
H -1.361 0.477 -5.315
H -2.819 1.243 -4.643
H -0.863 2.740 -6.412
H -1.836 3.290 -5.012
H -2.495 1.954 -8.458
H -4.148 2.191 -8.109
C 4.248 4.389 3.440
C 4.184 5.033 4.847
C 3.178 4.113 5.532
O 2.185 3.847 4.545
C 2.824 3.722 3.275
H 5.023 3.650 3.433
H 4.417 5.076 2.591
H 3.945 6.078 4.752
H 5.128 5.031 5.370
H 2.622 4.544 6.382
H 3.713 3.211 5.818
H 2.241 4.245 2.528
H 2.930 2.696 2.974
C 7.004 -4.405 -3.617
C 6.964 -3.041 -2.875
C 5.533 -3.026 -2.296
O 4.723 -3.823 -3.155
C 5.519 -4.452 -4.190
H 7.088 -5.190 -2.870
H 7.792 -4.589 -4.371
H 7.130 -2.221 -3.603
H 7.726 -2.929 -2.103
H 5.080 -2.037 -2.314
H 5.469 -3.404 -1.267
H 5.438 -3.958 -5.155
H 5.168 -5.483 -4.342
C 1.915 -5.760 -2.429
C 1.000 -5.073 -3.450
O 1.316 -4.925 -4.627
N -0.199 -4.741 -2.946
C -1.281 -4.090 -3.648
H 1.578 -5.425 -1.438
H 2.906 -5.337 -2.632
H 1.863 -6.847 -2.444
H -0.345 -4.741 -1.961
H -1.558 -4.658 -4.538
H -1.036 -3.042 -3.924
H -2.096 -4.079 -2.935
C -4.011 -2.596 -8.481
C -2.561 -3.019 -8.600
O -2.011 -3.392 -9.603
N -1.901 -2.957 -7.413
C -0.600 -3.572 -7.409
H -4.127 -1.921 -7.636
H -4.638 -3.472 -8.181
H -4.433 -2.203 -9.393
H -2.368 -2.945 -6.496
H 0.130 -2.964 -7.983
H -0.605 -4.586 -7.838
H -0.253 -3.713 -6.397
C -7.558 -1.869 2.340
C -6.078 -1.877 2.188
O -5.319 -1.019 2.696
N -5.555 -2.867 1.409
C -4.089 -3.013 1.275
H -7.913 -2.879 2.130
H -7.958 -1.171 1.620
H -7.893 -1.637 3.323
H -6.152 -3.682 1.204
H -3.785 -3.460 0.308
H -3.691 -3.649 2.100
H -3.633 -2.027 1.292
C -3.781 2.789 -2.445
C -4.707 2.167 -1.420
O -5.910 2.123 -1.413
N -3.938 1.775 -0.322
C -4.642 1.047 0.709
H -2.839 2.263 -2.403
H -3.518 3.796 -2.097
H -4.193 2.758 -3.438
H -2.980 1.493 -0.473
H -5.546 1.597 0.999
H -3.940 0.959 1.526
H -4.934 0.028 0.378
C -5.385 -3.263 -4.662
C -4.233 -2.470 -4.122
O -3.243 -2.120 -4.778
N -4.430 -2.001 -2.861
C -3.435 -1.100 -2.212
H -5.234 -3.285 -5.743
H -6.371 -2.862 -4.414
H -5.266 -4.290 -4.313
H -5.261 -2.252 -2.302
H -3.864 -0.848 -1.248
H -3.337 -0.200 -2.810
H -2.432 -1.479 -2.009
C 0.779 6.846 4.788
C 0.418 8.097 3.981
O -0.543 8.746 4.215
N 1.361 8.477 3.037
C 2.507 7.708 2.616
H 0.009 6.621 5.516
H 1.669 6.991 5.396
H 0.906 5.959 4.170
H 1.171 9.346 2.544
H 3.274 7.687 3.377
H 2.921 8.102 1.706
H 2.158 6.738 2.291
C -6.970 -8.212 -2.352
C -6.290 -7.029 -1.644
O -6.734 -6.397 -0.702
N -5.102 -6.729 -2.249
C -4.250 -5.660 -1.665
H -7.010 -8.060 -3.433
H -7.999 -8.300 -2.065
H -6.412 -9.109 -2.121
H -4.660 -7.435 -2.824
H -4.412 -5.628 -0.584
H -4.442 -4.687 -2.116
H -3.217 -5.926 -1.847
C 0.673 0.342 -7.222
C 1.335 -0.342 -6.023
O 1.488 0.183 -4.914
N 1.784 -1.611 -6.288
C 2.578 -2.256 -5.323
H -0.345 -0.071 -7.351
H 1.234 0.139 -8.145
H 0.600 1.428 -7.132
H 1.674 -2.002 -7.202
H 2.770 -3.291 -5.606
H 2.063 -2.287 -4.364
H 3.495 -1.716 -5.154
C 2.284 4.264 -5.470
C 1.539 4.197 -4.163
O 1.161 5.185 -3.560
N 1.097 2.950 -3.855
C 0.286 2.690 -2.704
H 2.616 3.214 -5.728
H 3.140 4.932 -5.502
H 1.528 4.547 -6.214
H 1.376 2.183 -4.445
H -0.355 1.850 -2.964
H -0.287 3.593 -2.553
H 0.874 2.531 -1.806
C 0.655 5.768 -0.056
C -0.531 5.376 0.771
O -0.490 5.220 1.997
N -1.693 5.240 0.095
C -2.944 4.902 0.814
H 0.649 6.832 -0.256
H 0.710 5.258 -1.010
H 1.528 5.557 0.589
H -1.742 5.377 -0.907
H -2.811 4.072 1.502
H -3.699 4.622 0.115
H -3.363 5.819 1.364
C 6.425 6.692 -3.241
C 5.071 6.396 -3.882
O 4.967 6.216 -5.091
N 3.983 6.272 -3.071
C 4.045 6.163 -1.613
H 6.943 7.489 -3.786
H 7.081 5.803 -3.382
H 6.402 6.832 -2.172
H 3.092 6.030 -3.487
H 3.025 6.030 -1.262
H 4.426 7.096 -1.182
H 4.650 5.324 -1.254
C 5.037 -0.809 2.143
C 3.498 -0.835 2.212
O 2.830 -1.116 1.217
N 2.997 -0.556 3.420
C 3.746 -0.144 4.681
H 5.403 0.177 2.452
H 5.366 -1.025 1.145
H 5.400 -1.560 2.838
H 1.998 -0.559 3.507
H 4.594 -0.846 4.828
H 3.029 -0.239 5.526
H 4.014 0.889 4.611
C -4.487 0.840 8.401
C -3.536 1.838 7.809
O -3.477 1.899 6.590
N -2.821 2.641 8.612
C -2.933 2.762 10.119
H -5.151 1.326 9.126
H -3.927 0.143 9.035
H -5.102 0.363 7.660
H -2.178 3.278 8.138
H -2.570 1.843 10.631
H -3.968 2.967 10.368
H -2.297 3.518 10.514
C 0.325 -1.146 -1.091
C -0.295 0.003 -0.277
O -1.248 0.622 -0.765
N 0.260 0.363 0.836
C -0.278 1.478 1.597
H 0.642 -0.698 -2.042
H -0.401 -1.953 -1.276
H 1.167 -1.650 -0.647
H 1.105 -0.130 1.131
H 0.348 1.785 2.471
H -1.283 1.149 1.923
H -0.423 2.319 0.937
C -2.238 4.730 4.650
C -2.204 5.284 6.054
O -1.609 4.789 7.025
N -2.949 6.413 6.199
C -3.072 7.044 7.494
H -2.676 3.719 4.758
H -1.236 4.548 4.323
H -2.826 5.353 3.984
H -3.206 6.985 5.397
H -2.160 7.223 8.039
H -3.725 6.493 8.159
H -3.579 8.008 7.328
C 3.692 -4.752 0.658
C 3.578 -5.666 1.867
O 2.487 -5.964 2.380
N 4.698 -6.132 2.377
C 4.691 -7.267 3.335
H 3.373 -5.329 -0.206
H 4.675 -4.380 0.448
H 3.066 -3.883 0.861
H 5.605 -5.828 2.074
H 4.045 -7.047 4.163
H 5.723 -7.359 3.679
H 4.367 -8.241 2.928
C -2.119 -0.897 3.857
C -0.889 -0.101 4.263
O 0.261 -0.401 3.993
N -1.169 1.029 4.924
C -0.098 1.874 5.412
H -2.042 -1.904 4.348
H -2.183 -1.007 2.778
H -3.044 -0.403 4.167
H -2.096 1.184 5.342
H 0.676 1.792 4.660
H 0.247 1.541 6.394
H -0.459 2.888 5.486
C 3.258 2.468 0.005
C 4.439 2.148 -0.867
O 5.524 2.661 -0.646
N 4.200 1.314 -1.862
C 3.083 0.416 -2.107
H 3.569 3.179 0.759
H 2.842 1.511 0.378
H 2.424 2.947 -0.564
H 4.989 1.107 -2.439
H 2.819 0.473 -3.185
H 2.272 0.712 -1.480
H 3.348 -0.675 -1.929
C 1.798 -7.119 5.822
C 1.852 -5.664 6.158
O 1.894 -5.298 7.316
N 1.786 -4.825 5.076
C 1.678 -3.423 5.244
H 0.822 -7.511 6.135
H 2.549 -7.697 6.354
H 1.844 -7.242 4.742
H 1.861 -5.210 4.135
H 0.720 -3.065 5.619
H 1.939 -2.949 4.285
H 2.433 -2.999 5.948
C -0.043 -3.101 1.571
C -0.486 -4.213 0.679
O -1.245 -4.049 -0.287
N 0.075 -5.398 0.915
C -0.368 -6.618 0.261
H 0.091 -3.399 2.605
H -0.731 -2.233 1.548
H 0.943 -2.750 1.262
H 0.776 -5.500 1.649
H -1.355 -6.939 0.630
H 0.363 -7.393 0.478
H -0.474 -6.444 -0.810
```

***

(2)
The following is a quantum chemistry calculation of a cluster of 2 separate species, C5H8O2 in total, from OMol25.

Output
HOMO level in eV: -8.9
Charge: 0
Energy relative to the best compared isomer or geometry (same formula, charge and spin) in kcal/mol: 128.7

```
15
C5H8O2 (the ωB97M-V functional and the def2-TZVPD basis)
C 0.964 1.592 0.475
C 0.756 0.147 0.053
O 2.006 -0.409 -0.293
C -1.246 -1.085 1.599
O -1.458 -1.986 0.676
C -0.212 -0.004 -1.058
C -0.999 -0.225 -1.949
H 1.527 1.605 1.412
H 0.004 2.093 0.632
H 1.530 2.128 -0.290
H 1.859 -1.351 -0.457
H -1.642 -0.105 1.210
H 0.374 -0.397 0.941
H -1.812 -1.627 -0.166
H -1.652 -0.376 -2.783
```

***

(3)
The following is a quantum chemistry calculation of a cluster of 2 separate species, C5H12ClNOS in total in a non-equilibrium geometry, from OMol25.

Output
HOMO level in eV: -9.5
Charge: 0
Energy relative to the best compared isomer or geometry (same formula, charge and spin) in kcal/mol: 27.0

```
21
C5H12ClNOS (the ωB97M-V functional and the def2-TZVPD basis)
C -0.515 -0.090 -1.419
C 3.602 -1.167 -0.864
C -1.625 0.445 -0.456
C -0.937 1.135 0.728
C -0.442 0.082 1.710
N 0.624 -0.520 1.383
O 3.504 1.328 -1.840
S 3.384 0.609 -0.595
Cl 5.190 0.772 0.291
H -0.985 -0.763 -2.157
H -0.048 0.742 -1.894
H 0.243 -0.824 -0.920
H 3.405 -1.250 -1.898
H 4.601 -1.552 -0.804
H 2.773 -1.526 -0.405
H -2.185 1.211 -1.014
H -2.446 -0.265 -0.200
H -0.097 1.557 0.205
H -1.618 1.861 1.243
H -0.968 0.220 2.743
H 0.950 -1.235 1.993
```

***

(4)
The following is a quantum chemistry calculation of a structure of composition C31H25BN12SSeTi, from OMol25.

Output
HOMO level in eV: -13.9
Charge: +2
Energy relative to the best compared isomer or geometry (same formula, charge and spin) in kcal/mol: 0.0

```
72
C31H25BN12SSeTi (the ωB97M-V functional and the def2-TZVPD basis)
Ti 0.243 -0.176 0.663
N 3.750 2.517 0.115
C 2.854 1.529 0.042
S 2.080 1.043 1.538
N 2.559 0.998 -1.104
N 1.671 -0.042 -0.961
C 1.691 -0.933 -1.903
C 2.567 -0.892 -3.086
C 2.580 0.205 -3.945
C 3.390 0.191 -5.066
C 4.220 -0.895 -5.312
C 4.229 -1.978 -4.447
C 3.391 -1.988 -3.343
C 0.808 -2.087 -1.678
C 0.578 -3.066 -2.624
C -0.193 -4.168 -2.268
C -0.680 -4.252 -0.979
C -0.436 -3.208 -0.099
N 0.269 -2.130 -0.444
H 4.023 2.904 1.001
H 4.285 2.755 -0.705
H 1.961 1.068 -3.738
H 3.386 1.034 -5.743
H 4.864 -0.893 -6.182
H 4.883 -2.819 -4.631
H 3.397 -2.839 -2.672
H 1.005 -2.974 -3.612
H -0.388 -4.951 -2.988
H -1.251 -5.107 -0.646
H -0.814 -3.242 0.910
B -2.160 -1.631 2.771
N -2.495 -1.422 1.268
C -3.581 -1.881 0.644
C -3.632 -1.342 -0.634
C -2.517 -0.530 -0.709
N -1.828 -0.574 0.450
N -0.655 -2.070 2.890
C -0.194 -2.987 3.741
C 1.196 -3.013 3.689
C 1.523 -2.049 2.759
N 0.402 -1.472 2.276
H -2.812 -2.553 3.160
H -2.348 -0.617 3.379
H -4.251 -2.547 1.161
H -4.384 -1.501 -1.387
H -2.176 0.074 -1.532
H -0.889 -3.565 4.328
H 1.864 -3.640 4.251
H 2.488 -1.729 2.400
Se -3.841 6.403 1.842
N -3.155 5.622 0.393
C -2.518 4.559 0.800
C -1.804 3.663 -0.097
C -1.697 3.904 -1.465
C -0.973 3.020 -2.236
C -0.382 1.923 -1.629
N -0.482 1.667 -0.321
C -1.188 2.530 0.441
C -1.228 2.258 1.871
N -0.582 1.152 2.289
C -0.467 0.960 3.602
C -1.021 1.814 4.547
C -1.740 2.908 4.125
C -1.840 3.147 2.754
C -2.530 4.307 2.211
N -3.177 5.170 2.946
H -2.174 4.776 -1.891
H -0.853 3.164 -3.300
H 0.184 1.222 -2.223
H 0.087 0.092 3.924
H -0.890 1.594 5.596
H -2.204 3.591 4.825
```

***

(5)
The following is a quantum chemistry calculation of a cluster of 8 separate species, C16H28Cl8N4 in total in a non-equilibrium geometry, from OMol25.

Output
SMILES: ClCCCl.ClCCCl.ClCCCl.ClCCCl.CC#N.CC#N.CC#N.CC#N
HOMO level in eV: -10.6
Charge: 0
Energy relative to the best compared isomer or geometry (same formula, charge and spin) in kcal/mol: 23.1

```
56
C16H28Cl8N4 (the ωB97M-V functional and the def2-TZVPD basis)
Cl 3.391 4.025 3.482
C 3.308 3.819 5.239
C 2.283 4.779 5.829
Cl 2.350 6.453 5.195
H 4.309 3.905 5.662
H 2.990 2.792 5.420
H 2.512 4.754 6.894
H 1.291 4.408 5.571
Cl -3.988 -1.876 3.816
C -3.601 -0.861 5.198
C -4.756 0.068 5.564
Cl -6.246 -0.697 6.270
H -2.666 -0.341 4.990
H -3.445 -1.517 6.054
H -5.060 0.796 4.811
H -4.359 0.689 6.367
Cl 1.118 -5.902 -5.873
C 0.494 -4.562 -6.857
C -1.054 -4.550 -6.878
Cl -1.656 -4.272 -5.222
H 0.814 -4.740 -7.883
H 0.882 -3.627 -6.454
H -1.321 -5.570 -7.154
H -1.446 -3.749 -7.505
Cl 0.529 2.873 -4.267
C -0.131 1.979 -5.683
C 0.577 2.231 -7.022
Cl 2.126 1.310 -6.952
H -1.071 2.522 -5.788
H -0.333 0.918 -5.540
H 0.784 3.274 -7.259
H 0.007 1.732 -7.806
C -3.559 4.441 0.514
C -3.374 4.484 1.979
N -3.221 4.538 3.126
H -3.359 3.388 0.316
H -2.844 5.010 -0.080
H -4.564 4.731 0.207
C -0.292 -6.265 4.201
C -1.083 -6.178 5.429
N -1.738 -6.123 6.351
H -0.890 -6.018 3.324
H 0.241 -7.202 4.043
H 0.462 -5.486 4.317
C 0.039 -1.424 -0.357
C 0.707 -1.219 0.903
N 1.203 -1.066 1.961
H -0.250 -2.472 -0.448
H 0.521 -1.120 -1.286
H -0.866 -0.817 -0.328
C 5.261 1.358 -2.599
C 6.651 1.156 -2.932
N 7.721 0.954 -3.224
H 4.655 0.553 -3.014
H 4.891 2.259 -3.087
H 5.052 1.455 -1.534
```